{
  "formula": "C45H111N3O27P6",
  "method": "ωB97M-V/def2-TZVPD",
  "elements": ["C", "O", "H", "H", "C", "O", "H", "H", "H", "O", "H", "C", "H", "C", "H", "H", "H", "O", "H", "H", "H", "H", "H", "H", "H", "O", "H", "H", "H", "H", "C", "H", "H", "H", "O", "H", "H", "C", "H", "P", "P", "H", "H", "H", "C", "H", "H", "C", "H", "C", "H", "O", "P", "H", "C", "H", "O", "C", "O", "H", "O", "H", "H", "C", "C", "H", "H", "H", "O", "H", "H", "C", "O", "C", "H", "H", "H", "H", "C", "H", "H", "H", "C", "C", "C", "C", "O", "C", "C", "H", "H", "C", "C", "H", "H", "C", "H", "C", "P", "O", "O", "H", "H", "H", "C", "H", "H", "H", "H", "H", "H", "P", "H", "H", "H", "H", "C", "H", "C", "H", "C", "C", "H", "H", "H", "H", "C", "N", "O", "C", "H", "H", "O", "H", "H", "H", "C", "C", "C", "H", "C", "P", "O", "C", "H", "H", "H", "O", "C", "O", "N", "O", "O", "H", "O", "H", "H", "H", "H", "H", "C", "H", "H", "H", "H", "O", "H", "N", "H", "H", "H", "H", "H", "H", "H", "H", "C", "H", "C", "H", "H", "C", "H", "O", "O", "C", "H", "O", "C", "H", "H", "H"],
  "xyz": [[12.6649, -14.7128, 4.4322], [14.2052, -16.7646, 11.1616], [20.9441, -9.2285, 9.3809], [26.2995, -12.0367, 8.8794], [17.6601, -17.3816, 4.5376], [20.2235, -16.2062, 12.0775], [18.2772, -18.2777, 4.4727], [22.5885, -14.6617, 2.1652], [18.1676, -11.9961, 7.0238], [17.7036, -16.9605, 5.8924], [22.3249, -14.4926, 3.8430], [21.3271, -18.6859, 4.8676], [12.1702, -14.4353, 7.1685], [11.9290, -13.5451, 6.5877], [16.3580, -18.7183, 7.4263], [15.7971, -10.7934, 0.1891], [24.6366, -12.1404, 8.5146], [21.2895, -16.0587, 2.9616], [26.0369, -12.9701, 6.5809], [16.1190, -17.5021, 11.3519], [16.5859, -16.8320, -0.2318], [15.1464, -15.5382, 4.6652], [20.9311, -19.6821, 4.6705], [17.5336, -23.6535, 8.5287], [12.3428, -11.4087, 4.9213], [21.0585, -18.5640, 13.0387], [12.5393, -16.6032, 7.7387], [20.9351, -17.5452, 7.1327], [15.7537, -15.7215, 7.1089], [26.8479, -14.0457, 7.5056], [16.7180, -19.6268, 7.9093], [22.4650, -19.6560, 1.0921], [13.5647, -13.3353, 2.1131], [18.3925, -14.6435, 2.9404], [18.8313, -18.3494, 11.5733], [22.4264, -13.6870, 10.9270], [18.0635, -9.4875, 6.4430], [13.1840, -12.5810, 6.4742], [16.9188, -8.0271, 7.7428], [18.6246, -20.9152, 6.6527], [17.7503, -13.6727, -0.0619], [10.3632, -18.7760, 11.9917], [16.1534, -16.2375, 8.6569], [16.6752, -17.6740, 4.1735], [13.7041, -12.3177, 7.9114], [23.7294, -13.5353, 5.5139], [13.9536, -17.3998, 6.8841], [20.4165, -16.6744, 7.5338], [15.9795, -14.3123, 3.7559], [13.6397, -12.8788, 3.1001], [26.0397, -16.2796, 6.6127], [16.5922, -14.8035, 0.3182], [20.3608, -17.8418, 11.9262], [10.4723, -18.2202, 10.2785], [16.9369, -16.1612, 0.5524], [19.7138, -17.1247, 8.2349], [23.6182, -16.5415, 8.1545], [18.3608, -23.0545, 8.1478], [18.1701, -13.1733, 1.4274], [15.0600, -18.7481, 10.9227], [17.9105, -20.4559, 5.2632], [25.1759, -16.4637, 10.5467], [18.3993, -22.1510, 4.1314], [22.7335, -13.9660, 9.9190], [22.7701, -18.7141, 0.6362], [20.1830, -10.1026, 6.6393], [18.9375, -16.0508, 10.3845], [21.5357, -10.6719, 7.6151], [17.7196, -15.3228, 7.7943], [11.1794, -12.9373, 7.0943], [20.5746, -17.9830, 5.2253], [19.3964, -7.6396, 8.1056], [20.4459, -9.5774, 10.1236], [19.4482, -10.9508, 8.4793], [13.5938, -10.4726, 5.8423], [12.6426, -12.4838, 3.2945], [24.2864, -17.2293, 8.1092], [23.3938, -16.4670, 10.7515], [10.9545, -18.7854, 11.0761], [18.7143, -22.3879, 8.9343], [18.0978, -16.7155, 3.7940], [10.6762, -14.7999, 5.3743], [19.2350, -15.5498, 11.3057], [12.7694, -11.1834, 5.8987], [20.4928, -10.8597, 7.3596], [24.2943, -15.8530, 10.7412], [18.8509, -14.1422, -0.8917], [24.6815, -14.6140, 7.1654], [18.5597, -8.5505, 9.0802], [18.9363, -12.3846, 9.9524], [14.5153, -11.6011, 8.0396], [25.2686, -13.6926, 9.8944], [16.3332, -15.4053, 7.9762], [11.0009, -13.2500, 4.6686], [24.6730, -16.3274, 5.5118], [17.4391, -9.9428, 7.2117], [25.8888, -15.1588, 5.4237], [15.7669, -11.8674, 0.0052], [12.9375, -17.2332, 10.2423], [11.9899, -16.1420, 9.9106], [17.9032, -14.3686, 5.3862], [19.6112, -14.5979, 10.9309], [22.1443, -19.7727, 10.8631], [20.5282, -11.6829, 6.6459], [13.1360, -17.5044, 7.5974], [16.3746, -9.0273, 8.9627], [23.3932, -15.7729, 3.2193], [16.1563, -13.0975, 5.8326], [19.8682, -12.9975, 8.6558], [24.4578, -15.4631, 11.7459], [14.9321, -12.1313, -0.6441], [18.3013, -15.5080, 6.3095], [14.8235, -15.3576, 2.8853], [19.1232, -6.5863, 8.0420], [17.8917, -20.7431, 3.2437], [21.0876, -16.2551, 8.2834], [17.7583, -21.2712, 4.1879], [18.0057, -16.2723, 0.7356], [21.9292, -19.0287, 10.0962], [17.6049, -20.0014, 11.1570], [25.2611, -15.6709, 6.1530], [25.8629, -13.5804, 7.4671], [19.6377, -14.5113, 1.7344], [17.7300, -8.4250, 11.1198], [12.8669, -11.8170, 8.3977], [15.0674, -18.0464, 12.5632], [17.2525, -8.8803, 8.3335], [19.3187, -9.8071, 9.3603], [17.9728, -22.3702, 7.0059], [24.1366, -14.7567, 9.7096], [15.6196, -12.2822, 1.0023], [22.3090, -18.7200, -0.3515], [22.0781, -18.3301, 3.6830], [22.9091, -18.6091, 9.8684], [13.9667, -13.2921, 8.3234], [16.4564, -16.4054, 1.4998], [22.4474, -15.2519, 3.0707], [15.0344, -14.8506, 3.8269], [15.0870, -17.8220, 11.4967], [19.4617, -13.2822, 3.0500], [18.0705, -11.2583, 7.8202], [21.2792, -17.5687, 2.4377], [12.2861, -18.4244, 11.2073], [23.4271, -13.9848, 6.4597], [22.9103, -13.1773, 6.9783], [17.5251, -6.9433, 10.2551], [16.7193, -21.5994, 4.1623], [19.8721, -15.7599, 6.5674], [18.2047, -7.7872, 10.3740], [13.4754, -17.9848, 8.8977], [24.3722, -15.4338, 8.3480], [15.4838, -12.5055, 5.4876], [20.0856, -20.9164, 6.6562], [22.7266, -14.7837, 6.2166], [19.9024, -18.0839, 2.2050], [21.9324, -14.6949, 9.7970], [24.9956, -13.0523, 10.7331], [19.0521, -19.7729, 10.2300], [19.1750, -20.3368, 11.9142], [23.8465, -18.6471, 0.4782], [18.6412, -19.6725, 11.2346], [18.3925, -15.3151, 11.9561], [19.1926, -23.7472, 8.0201], [10.9990, -19.8254, 10.7529], [17.4266, -11.6854, 8.5891], [22.3883, -17.5206, 1.2704], [14.3640, -12.0642, 3.0921], [14.2355, -13.2057, 5.6232], [16.4165, -10.1266, 6.8820], [11.9642, -10.7736, 6.5086], [16.1033, -20.5087, 7.7292], [20.7466, -12.0666, 9.8607], [12.9279, -15.6601, 4.9029], [20.3687, -7.6180, 8.5978], [12.4522, -18.2771, 7.2459], [19.5028, -8.0011, 7.0828], [18.9447, -13.9236, 2.3363], [12.3532, -15.0201, 3.4340], [25.5102, -12.7661, 8.6977], [16.5953, -19.5023, 8.9852], [19.1303, -7.3682, 10.7686], [11.4691, -14.0693, 5.2142], [21.5642, -19.5446, 9.2081], [21.1445, -17.8946, 10.4462], [18.0389, -19.7840, 7.7047], [13.8992, -13.8529, 4.2952], [15.9841, -14.4956, 8.4648], [16.9475, -12.4182, -0.6099], [19.7978, -12.1437, 9.3297], [26.1892, -14.1491, 10.2578], [22.5692, -13.1797, 9.1822], [22.1166, -18.8005, 5.6103]],
  "atomic_forces_ev_per_a": [[-1.36, -0.03, 0.84], [-1.65, -1.24, -1.82], [1.71, 0.43, 0.62], [0.19, -0.12, 0.35], [0.90, -1.11, -1.20], [0.23, -3.06, -0.05], [-0.06, 0.03, 0.02], [-0.19, -0.19, -0.33], [0.28, -0.14, 0.07], [0.01, 1.50, 0.57], [-0.32, -0.48, 0.30], [0.94, -1.09, -0.41], [0.20, 0.27, 0.45], [1.37, 0.49, -1.10], [-0.23, -0.19, -0.25], [0.59, 0.03, -0.65], [-0.29, -0.17, -0.11], [-0.47, -0.63, -0.46], [-0.70, 0.34, -0.17], [0.03, 0.51, -0.22], [0.09, 0.23, -0.10], [0.15, -0.46, -0.16], [-0.40, 0.24, 0.31], [-0.18, 0.25, -0.13], [0.12, 0.63, -0.11], [-1.34, 1.26, -2.00], [0.31, 0.21, -0.43], [-0.05, 0.50, -0.67], [0.17, 0.76, -0.44], [-0.18, -0.68, 0.75], [-2.84, 0.52, 1.55], [0.14, 0.27, 0.59], [0.38, -0.41, 0.17], [-0.56, 0.22, -0.14], [1.06, 2.59, 1.40], [1.11, 0.61, 0.28], [-0.16, -0.38, -0.22], [0.82, 1.26, -0.25], [0.33, 0.67, 0.29], [-0.82, 0.85, 0.07], [-1.07, -0.56, 2.39], [0.41, 0.53, 0.17], [0.02, 0.00, 0.43], [-0.31, 0.34, 0.56], [-0.43, -0.34, -0.78], [0.21, -0.08, -0.16], [0.33, 0.06, 0.58], [-0.14, -1.03, 1.65], [0.02, -0.03, -0.24], [-0.47, 0.45, 1.19], [-0.25, -0.25, 0.57], [0.77, 1.78, -1.25], [0.94, 0.53, -0.52], [-0.26, 0.15, 0.24], [0.32, 0.04, 0.89], [-0.98, 0.14, -0.49], [-1.23, -1.02, -0.66], [0.78, -0.84, 1.82], [-1.00, 0.78, -1.03], [-0.86, 0.09, -0.16], [1.12, 0.69, 3.77], [-0.05, -0.09, -0.30], [0.18, 0.04, 0.40], [0.26, -2.06, -0.77], [0.33, -0.55, -1.68], [0.18, 0.64, 0.20], [-0.12, -0.51, 0.29], [-0.03, 0.14, 0.48], [1.49, -0.36, -1.23], [-0.22, -0.32, 0.02], [0.07, 0.13, -0.57], [0.50, -0.09, 1.17], [0.61, 0.38, -0.76], [-0.27, -0.77, -0.73], [0.04, -0.23, -0.09], [0.04, 0.48, -0.28], [-0.12, -0.43, -0.03], [0.11, -0.17, 0.11], [-1.08, -1.34, -1.30], [-0.25, 0.23, 0.13], [-0.07, 0.53, 0.39], [0.02, -0.15, -0.10], [-0.59, 1.20, -0.58], [-0.66, -1.35, -0.04], [0.01, 0.94, -1.41], [-0.21, -0.04, 0.39], [-0.10, -0.03, -0.20], [0.05, -1.29, -1.49], [-0.77, 0.33, -1.59], [0.28, 0.19, 0.60], [0.32, -0.22, -0.59], [-0.28, 0.29, 0.23], [-1.14, -0.81, 1.06], [0.12, 0.02, -0.31], [-0.83, 0.15, 0.60], [-0.25, -0.75, 2.35], [-0.13, 0.56, -0.26], [-0.34, -0.66, 0.57], [-1.24, 0.20, 0.73], [1.03, -0.92, 0.37], [1.37, -2.38, 1.75], [0.43, 0.07, 0.36], [-0.64, 0.24, 0.46], [-0.22, -0.80, 0.65], [-1.72, -0.29, 0.08], [0.28, -0.77, 0.42], [-0.28, -0.46, 0.27], [0.18, -0.44, 0.07], [0.22, -0.20, -0.14], [-0.27, 0.28, 0.03], [-0.04, 0.15, 0.16], [-0.58, 0.78, -0.62], [-0.29, 0.09, 0.14], [-0.52, -0.07, 0.22], [0.31, 0.44, 0.20], [0.29, 0.98, -0.79], [-1.11, -1.75, -2.54], [0.08, -0.18, -0.35], [1.42, -0.07, -0.44], [-0.20, 0.63, 0.43], [1.44, 0.73, -0.52], [-1.41, -0.60, -0.50], [0.47, 0.07, 0.30], [0.26, -0.27, -0.07], [-0.11, -0.51, 0.52], [-0.62, -0.08, -0.03], [0.20, -0.18, -1.16], [-3.36, 0.16, 0.67], [-0.33, 2.18, -1.70], [-0.07, 1.21, -0.74], [-0.05, -0.33, -0.12], [-0.01, 0.01, -0.11], [-1.00, 1.16, -1.97], [0.09, -0.10, -0.28], [-0.10, 0.21, 0.55], [-0.15, -0.30, -0.05], [0.74, 1.07, -0.51], [-0.07, 1.33, 1.53], [2.12, -0.36, 0.86], [-0.06, 0.23, -0.34], [-0.05, 1.70, -0.58], [0.47, -0.04, 2.06], [2.80, 2.35, -0.67], [0.74, 0.09, 0.13], [0.05, -0.19, 0.42], [-0.02, -0.05, -0.67], [-0.06, -0.35, 0.00], [-0.80, 0.41, -0.12], [0.85, -0.16, 0.01], [0.95, 0.21, 2.13], [1.73, 3.75, 2.70], [-1.49, 0.81, 0.13], [-0.22, -0.01, 0.16], [-0.12, 0.01, 0.21], [1.67, 0.53, -0.10], [-0.14, -0.34, -0.80], [-0.35, -0.04, 0.16], [0.08, -0.55, -0.21], [-0.07, -0.12, 0.07], [-0.03, -0.32, 0.24], [0.82, -1.70, -1.14], [-0.19, -0.24, -0.21], [0.06, 0.05, -0.67], [-0.44, -0.19, -0.07], [-0.26, 0.19, 0.01], [-1.48, 0.21, 1.88], [-0.01, -0.01, -0.04], [0.33, -2.13, -0.83], [0.26, -0.29, -0.67], [0.04, 0.19, 0.09], [-0.02, -0.02, -0.70], [-0.33, 0.17, 0.19], [0.06, -0.04, 0.45], [0.51, 0.22, -0.42], [0.03, 0.12, -0.57], [-0.08, -0.27, 0.21], [0.70, -1.14, -0.36], [-0.14, 0.19, -0.14], [0.37, -0.29, -0.13], [-0.15, 0.39, 0.21], [-0.04, -0.09, 0.38], [0.59, 0.24, 0.05], [-0.38, 0.21, -0.01], [-1.62, -0.32, 2.23], [3.78, -2.45, -2.16], [0.68, -0.10, -1.17], [-0.16, 0.02, -0.42], [0.37, -0.32, 0.28], [-0.26, -0.98, -0.19], [0.21, -0.35, -0.49], [0.19, 0.06, 0.28], [-0.26, 0.06, 0.24]],
  "mulliken_charge": [-1.273, -0.384, 0.396, 0.437, -0.119, -0.428, -0.233, 0.375, -0.097, 0.741, 0.161, -0.170, -0.426, -0.385, -0.042, 0.331, 0.119, 0.336, 0.492, -0.032, 0.365, -0.310, 0.301, 0.265, 0.392, -0.799, 0.158, -0.355, -0.357, 0.388, -0.368, 0.350, 0.360, -0.176, -0.115, 0.679, 0.546, 1.073, 0.482, 0.404, 0.943, 0.249, -0.167, 0.385, -1.426, 0.652, -0.040, 1.241, 0.281, -1.735, 0.557, -0.282, 0.721, 0.307, -0.246, -0.175, -0.109, -0.591, -0.262, 0.276, 0.068, 0.518, 0.371, -0.762, -0.826, 0.427, -0.089, 0.444, -0.055, 0.541, -0.229, -1.637, -0.441, 2.056, 0.179, 0.389, 0.290, -0.091, -0.707, 0.156, -0.427, 0.489, 0.224, -1.557, -1.749, -1.839, -0.710, 1.551, 1.782, 0.706, 0.018, -1.381, 0.025, 0.411, 0.201, -0.382, 0.469, -0.199, 1.145, -0.736, -0.721, -0.330, 0.485, 0.160, -0.407, 0.257, 0.315, 0.132, 0.029, 0.401, 0.304, 0.331, 0.513, 0.428, 0.255, -0.847, -0.944, 0.166, -0.848, 0.313, -2.118, -1.394, 0.355, 0.425, 0.571, 0.423, -1.517, 0.194, -0.279, 1.768, -0.193, 0.301, -0.440, 0.105, 0.107, -0.035, -0.776, -1.632, -0.443, 0.184, -1.129, 0.505, -0.387, -0.749, -0.113, 0.409, 0.308, 0.530, -2.046, -0.157, 0.068, -0.541, -0.764, -0.192, -0.656, -0.464, 0.429, 0.025, 0.444, 0.284, -0.707, 0.443, 0.275, 0.277, 0.523, -0.256, 0.215, 1.255, -0.070, 0.458, 0.519, 0.763, 0.244, 0.405, 0.473, 0.314, -0.161, 0.438, -0.361, -0.162, 0.382, -0.859, 0.136, 0.593, 0.608, 1.865, 0.298, -0.372, -2.080, 0.403, 0.094, 0.340],
  "e_lumo_ev": 0.212,
  "orbital_gap_ev": 8.257,
  "de_lowest_ev": 6.054,
  "smiles": "CC1(C)CCCC(C)(C)N1O.CC1(C)CCCC(C)(C)N1O.CC1(C)CCCC(C)(C)N1O.COP(=O)(OC)OC.COP(=O)(OC)OC.COP(=O)(OC)OC.COP(=O)(OC)OC.COP(=O)(OC)OC.COP(=O)(OC)OC",
  "homo_energy_ha": -0.2956
}